No. 1
This record from OMol25 describes an isolated ion of composition C4H9N2O2 and charge -1 at a distorted geometry. The level of theory is ωB97M-V/def2-TZVPD.

Results
Largest force on an atom = 0.0458 hartree/bohr
Kohn-Sham gap = 7.9 eV
Relative energy (zero: lowest compared OMol25 entry of this formula, charge and spin) = 7.95 kcal/mol
Structure (SMILES) = C[C@H](CN)NC(=O)[O-]
M = 117.13 g mol⁻¹
Highest occupied orbital energy = -4.15 eV
Energy = -417.8700 hartree

```
! RIJCOSX wB97M-V def2-TZVPD def2/J DEFGRID3
* xyz -1 1
C -0.65455 1.68304 -0.44581
N -1.88748 0.98497 -0.24368
C 0.66173 0.92004 -0.12023
C 1.66721 1.70659 0.74102
N 0.40180 -0.31608 0.60068
C -0.03507 -1.48900 -0.09742
O 0.05898 -2.56038 0.53607
O -0.45928 -1.30342 -1.25493
H -0.58520 2.54659 0.24621
H -0.62230 2.21228 -1.39430
H -1.82161 0.14629 -0.80849
H -2.01352 0.69570 0.71451
H 1.18952 0.66890 -1.05114
H 2.69485 1.48004 0.40724
H 1.67975 1.27286 1.73443
H 1.68698 2.79136 0.86708
H 0.96839 -0.49959 1.41057
*
```

These are the Mulliken partial charges, in e, on atoms 1 to 6:
1. C -0.8274
2. N -0.7783
3. C 0.7093
4. C -1.4218
5. N -0.3326
6. C 0.4868

No. 2
This record from OMol25 describes C4H9N2O2 as an isolated structure at a distorted geometry. The level of theory is ωB97M-V/def2-TZVPD.

Results
Largest force on an atom = 0.0812 hartree/bohr
Kohn-Sham gap = 7.5 eV
Relative energy (zero: lowest compared OMol25 entry of this formula, charge and spin) = 84.56 kcal/mol
M = 117.13 g mol⁻¹
Highest occupied orbital energy = -4.04 eV
Energy = -417.7479 hartree

```
! RIJCOSX wB97M-V def2-TZVPD def2/J DEFGRID3
* xyz -1 1
O 2.51584 -0.41999 -0.07884
C 1.67381 0.47381 0.15514
O 1.78587 1.56623 0.75600
C 0.26370 0.14728 -0.41153
C -0.35325 -0.80913 0.58713
C -1.57412 -1.54223 -0.02204
N -2.80006 -0.38324 -0.02167
N -0.48226 1.32729 -0.82049
H 0.54461 -0.47447 -1.25905
H 0.33744 -1.64585 0.82711
H -0.70739 -0.36112 1.54424
H -1.17571 -2.17821 -0.84938
H -2.22550 -0.83817 -0.88997
H -3.61949 -0.98063 -0.20417
H -2.06139 -2.27730 0.62148
H -1.45518 1.16481 -0.61172
H -0.15992 2.18649 -0.37785
*
```

These are the Mulliken partial charges, in e, on atoms 1 to 6:
1. O -0.7444
2. C 0.4060
3. O -0.7560
4. C 0.0736
5. C -0.7717
6. C -0.5497

No. 3
This record from OMol25 describes an isolated ion of composition C4H9N2O2 and charge -1 at a distorted geometry. The level of theory is ωB97M-V/def2-TZVPD.

Results
⟨S²⟩ = 2.010
Largest force on an atom = 0.1193 hartree/bohr
Kohn-Sham gap (alpha / beta) = 4.0 / 7.0 eV
Relative energy (zero: lowest compared OMol25 entry of this formula, charge and spin) = 0.00 kcal/mol
M = 117.13 g mol⁻¹
Highest occupied orbital energy (alpha / beta) = -0.05 / -3.90 eV
Energy = -417.5734 hartree

```
! RIJCOSX wB97M-V def2-TZVPD def2/J DEFGRID3
* xyz -1 3
C 0.26022 -2.00220 0.15399
C -1.28506 1.71455 0.36971
C -0.73314 -0.83460 0.32027
C -0.26067 0.72336 -0.27279
N 1.05946 0.97453 0.20464
N 1.98102 0.64199 -0.66438
O 1.78230 0.01394 -1.71915
O 3.14850 0.95381 -0.29093
H 0.67615 -2.01667 -0.95572
H -0.11582 -2.95133 0.42662
H 1.04134 -1.88320 0.73714
H -2.33134 1.25594 0.32355
H -1.01377 1.83480 1.46964
H -1.26462 2.72141 -0.10273
H -1.77148 -1.11651 -0.05958
H -0.78717 -0.69089 1.40002
H -0.38593 0.66108 -1.34031
*
```

These are the Mulliken partial charges, in e, on atoms 1 to 6:
1. C -1.3194
2. C -1.2123
3. C -0.6268
4. C 0.2873
5. N -0.6079
6. N 0.9267